No. 1
DFT (ωB97M-V/def2-TZVPD) results for a structure of composition C2H8N2O2P.

XYZ file:
```
15
Properties=species:S:1:pos:R:3:lowdin_charge:R:1
O -1.00039 -1.57405 -1.32924 -0.435
C 0.57824 0.52303 -0.44770 -0.135
N 3.03670 -0.56301 0.39400 -0.134
H 3.33727 -0.45658 -0.53011 0.022
C -2.01544 0.16743 0.46556 -0.230
H 1.46434 -0.19253 1.30966 -0.013
N 2.11611 0.35419 0.78772 -0.130
H 0.95217 0.24603 -1.37347 -0.004
P -0.53736 -0.90906 -0.07379 0.248
O 0.12838 -1.77592 0.95974 -0.427
H -2.94482 -0.28671 0.98110 0.043
H 0.21101 1.52467 -0.14799 0.043
H 2.75673 -1.62927 0.53917 0.121
H -1.66382 0.93974 1.13732 -0.013
H -2.33475 0.85040 -0.40298 0.043
```

The calculation puts the energy relative to the best compared isomer or geometry (same formula, charge and spin) at 72.4 kcal per mole. The spin multiplicity is 1. The total charge is -1. The maximum force comes out at 4.492 eV/A. Its LUMO energy is 4.22 eV. Its orbital gap is 8.0 eV.


No. 2
DFT (ωB97M-V/def2-TZVPD) results for a structure of composition C19H16CrN6O2S3.

XYZ file:
```
47
Properties=species:S:1:pos:R:3:lowdin_spin:R:1
C 1.20380 4.03990 0.03370 0.002
N 3.59030 0.03360 -1.68410 0.001
N -0.42590 1.11510 -1.32820 -0.022
C -1.21790 1.01460 -3.67690 -0.008
H 3.87400 -0.30720 -2.60770 0.001
C -1.07210 -2.51670 1.06660 0.026
C 2.36750 -2.42220 0.82870 0.007
N -1.06820 -1.28060 -0.87070 -0.004
C -1.00560 0.47910 -2.41040 0.004
H 0.23390 -2.54970 4.63350 0.000
C 1.94550 3.37540 2.19090 0.014
H 1.67790 0.11300 -2.40850 0.001
N 2.26860 0.57940 -1.71890 0.025
H -0.93060 2.03860 -3.86390 0.000
C -0.12950 -2.57520 3.61650 0.000
S 3.09130 -3.52440 1.85250 0.006
H -2.58880 -1.67970 -5.21330 -0.001
C -0.14690 -1.42390 2.86910 0.023
S 2.27960 -0.75210 1.29650 -0.008
H 3.54390 -0.78200 -1.07350 0.000
C -1.59940 -2.38250 -0.30600 0.020
S 1.74750 -2.81950 -0.68830 0.032
O -2.44570 -3.16420 -0.76390 0.032
H 0.19050 -0.48510 3.29710 0.002
C -1.06430 -3.72290 1.75500 -0.002
C 0.58920 2.79120 -0.10110 0.059
C 1.90300 4.34940 1.17170 0.041
N -0.55220 -1.36940 1.58710 0.024
H 2.32500 1.57020 -1.94270 0.001
H -1.43340 -4.59710 1.23990 0.000
C -2.15080 -1.07500 -4.42350 -0.008
C 1.37740 2.14370 1.96330 0.029
O -0.50780 3.32040 -2.12830 0.077
H 2.41570 5.29550 1.29000 0.003
H -0.47710 -4.71040 3.57280 0.001
C -1.79080 0.23820 -4.67490 -0.001
N 0.72410 1.79990 0.84870 0.047
Cr 0.11450 -0.05250 0.15010 3.513
H 1.46230 1.37570 2.72490 0.001
H 1.11500 4.72430 -0.79750 0.000
C -0.55230 -3.77690 3.03390 0.020
C -0.17240 2.45200 -1.29330 0.048
H -2.19240 -2.66490 -2.97570 0.000
C -1.93650 -1.63390 -3.16940 -0.002
H 2.44010 3.57910 3.12990 0.001
C -1.36740 -0.87100 -2.15480 -0.002
H -1.93840 0.66350 -5.66380 0.000
```

The calculation puts the energy relative to the best compared isomer or geometry (same formula, charge and spin) at 18.8 kcal per mole. The spin multiplicity is 5. The total charge is -2. The maximum force comes out at 2.410 eV/A. Its LUMO energy (spin up / spin down) is 4.63 / 4.62 eV. The expectation value of S² is 6.051. Its orbital gap (spin up / spin down) is 4.5 / 4.9 eV.


No. 3
DFT (ωB97M-V/def2-TZVPD) results for a structure of composition C10H30AgFO10.

XYZ file:
```
52
Properties=species:S:1:pos:R:3:lowdin_charge:R:1
O 2.65605 12.05939 -17.45983 -0.069
H 0.01287 7.37269 -16.24983 0.071
O 4.80473 8.57853 -10.36421 -0.076
H 1.00234 9.87485 -14.09088 0.121
H 3.59087 7.21073 -14.82528 0.088
C 7.39224 10.66962 -15.72227 -0.213
H 1.48258 8.21920 -13.87073 0.117
H 4.83227 10.96895 -12.74172 0.104
H 6.09150 9.93787 -12.30385 0.117
O -0.53448 7.20077 -15.47098 -0.067
C 7.00284 11.74476 -14.70930 -0.216
H 4.03319 13.34023 -15.43087 0.112
H -0.87209 8.25841 -13.72220 0.121
H 5.60417 9.75841 -15.73168 -0.008
H 6.89838 13.69427 -14.74606 0.080
H 4.33731 9.26979 -14.09842 0.035
O 6.55721 9.53171 -15.60049 -0.153
H 4.54126 7.87403 -10.96586 0.073
H 3.94377 5.60836 -14.38874 0.129
O 5.35733 6.47909 -15.66474 -0.112
H 4.64198 10.62721 -10.32120 0.120
H 3.28852 9.66978 -11.08754 0.119
O 2.85540 11.97430 -14.50902 -0.090
C 2.18007 13.07565 -16.57849 -0.239
H 3.32207 11.27940 -14.99744 0.018
Ag 5.38301 8.33599 -17.27383 0.834
C 0.97587 8.89604 -14.57258 -0.222
O 4.48494 8.95372 -13.19489 -0.074
H 3.60208 4.94178 -16.84733 0.124
H 2.82447 11.29219 -16.89240 0.030
F 4.01788 9.82618 -15.98796 -0.445
O 1.59358 8.79918 -15.84159 -0.107
H 2.15228 5.53839 -15.98388 0.123
H 2.45645 9.24808 -15.87683 0.027
C 4.99213 9.95514 -12.35179 -0.262
O 7.34899 13.02839 -15.27272 -0.075
O 2.86980 6.87986 -17.32052 -0.093
H -1.07088 9.13839 -15.25946 0.120
H 5.93367 6.47888 -14.89518 0.096
H 2.54027 13.99498 -14.69507 0.119
H 7.35372 11.10828 -16.72124 0.123
C 3.98299 6.28101 -15.25115 -0.214
H 7.44891 11.58690 -13.72841 0.118
H 1.10469 12.92904 -16.44024 0.119
C 3.11569 5.81707 -16.42261 -0.229
C 4.36611 9.80323 -10.97190 -0.215
H 2.42325 7.56599 -16.77051 0.039
H 8.42245 10.37930 -15.52452 0.124
H 5.91545 11.81533 -14.62609 0.097
C 2.96132 13.17501 -15.27782 -0.223
H 2.27408 14.03171 -17.10267 0.117
C -0.45599 8.41042 -14.71727 -0.231
```

The calculation puts the energy relative to the best compared isomer or geometry (same formula, charge and spin) at 0.0 kcal per mole. The spin multiplicity is 1. The total charge is 0. The maximum force comes out at 1.688 eV/A. Its LUMO energy is -0.96 eV. Its orbital gap is 9.0 eV.


The highest spin multiplicity belongs to which entry? C19H16CrN6O2S3


Repeat the second record exactly.
DFT (ωB97M-V/def2-TZVPD) results for a structure of composition C19H16CrN6O2S3.

XYZ file:
```
47
Properties=species:S:1:pos:R:3:lowdin_spin:R:1
C 1.20380 4.03990 0.03370 0.002
N 3.59030 0.03360 -1.68410 0.001
N -0.42590 1.11510 -1.32820 -0.022
C -1.21790 1.01460 -3.67690 -0.008
H 3.87400 -0.30720 -2.60770 0.001
C -1.07210 -2.51670 1.06660 0.026
C 2.36750 -2.42220 0.82870 0.007
N -1.06820 -1.28060 -0.87070 -0.004
C -1.00560 0.47910 -2.41040 0.004
H 0.23390 -2.54970 4.63350 0.000
C 1.94550 3.37540 2.19090 0.014
H 1.67790 0.11300 -2.40850 0.001
N 2.26860 0.57940 -1.71890 0.025
H -0.93060 2.03860 -3.86390 0.000
C -0.12950 -2.57520 3.61650 0.000
S 3.09130 -3.52440 1.85250 0.006
H -2.58880 -1.67970 -5.21330 -0.001
C -0.14690 -1.42390 2.86910 0.023
S 2.27960 -0.75210 1.29650 -0.008
H 3.54390 -0.78200 -1.07350 0.000
C -1.59940 -2.38250 -0.30600 0.020
S 1.74750 -2.81950 -0.68830 0.032
O -2.44570 -3.16420 -0.76390 0.032
H 0.19050 -0.48510 3.29710 0.002
C -1.06430 -3.72290 1.75500 -0.002
C 0.58920 2.79120 -0.10110 0.059
C 1.90300 4.34940 1.17170 0.041
N -0.55220 -1.36940 1.58710 0.024
H 2.32500 1.57020 -1.94270 0.001
H -1.43340 -4.59710 1.23990 0.000
C -2.15080 -1.07500 -4.42350 -0.008
C 1.37740 2.14370 1.96330 0.029
O -0.50780 3.32040 -2.12830 0.077
H 2.41570 5.29550 1.29000 0.003
H -0.47710 -4.71040 3.57280 0.001
C -1.79080 0.23820 -4.67490 -0.001
N 0.72410 1.79990 0.84870 0.047
Cr 0.11450 -0.05250 0.15010 3.513
H 1.46230 1.37570 2.72490 0.001
H 1.11500 4.72430 -0.79750 0.000
C -0.55230 -3.77690 3.03390 0.020
C -0.17240 2.45200 -1.29330 0.048
H -2.19240 -2.66490 -2.97570 0.000
C -1.93650 -1.63390 -3.16940 -0.002
H 2.44010 3.57910 3.12990 0.001
C -1.36740 -0.87100 -2.15480 -0.002
H -1.93840 0.66350 -5.66380 0.000
```

The calculation puts the energy relative to the best compared isomer or geometry (same formula, charge and spin) at 18.8 kcal per mole. The spin multiplicity is 5. The total charge is -2. The maximum force comes out at 2.410 eV/A. Its LUMO energy (spin up / spin down) is 4.63 / 4.62 eV. The expectation value of S² is 6.051. Its orbital gap (spin up / spin down) is 4.5 / 4.9 eV.


What is the maximum force in the first record? 4.492 eV/A